[1]
73
Properties=species:S:1:pos:R:3:lowdin_charge:R:1 method="wB97M-V/def2-TZVPD" e_above_lowest_kcal_mol=25.26 charge=-1 mol_weight_g_mol=722.9 largest_force_ev_per_a=0.22 orbital_gap_ev=6.2 e_tot_ha=-4705.96660 e_lumo_ev=1.88
Zn 0.775 -0.617 -0.104 0.737
P 0.962 -3.361 0.884 0.320
P 2.900 -1.617 2.295 0.338
F 3.086 3.648 -4.587 0.099
F 2.522 1.750 -6.461 0.086
F -1.528 -2.599 -0.678 0.023
F 1.532 -0.664 -5.644 0.099
F 1.113 -1.161 -3.025 0.082
F 2.674 3.173 -1.973 0.102
O 0.854 -4.938 0.521 -0.136
O 2.658 -1.605 3.744 -0.278
O 1.671 0.783 -1.128 -0.082
O 4.529 -1.574 1.988 -0.180
O 2.262 -0.656 1.336 -0.312
O 1.165 -2.602 -0.428 -0.362
O -0.026 -2.912 1.873 -0.246
N 3.557 -3.368 0.333 0.171
N -1.057 0.009 0.154 -0.028
C 2.312 1.502 -5.155 -0.164
C -0.089 1.369 2.588 -0.369
C 1.879 0.980 -2.384 -0.304
C 1.296 1.897 2.967 -0.072
C -1.119 1.430 0.250 -0.207
C -3.290 -0.045 1.170 -0.036
C -3.615 -2.662 0.364 -0.038
C 1.816 0.283 -4.736 -0.160
C -2.135 1.449 -2.085 -0.360
C 2.674 -3.321 1.569 -0.493
C 3.051 -4.415 2.547 -0.077
C -4.461 -0.728 1.466 -0.115
C 1.612 0.036 -3.393 -0.154
C -4.639 -2.045 1.078 -0.126
C -1.033 1.446 3.792 -0.054
C -2.467 -1.969 0.075 -0.231
C -3.664 1.488 -2.167 -0.055
C -1.642 2.157 -0.836 -0.135
C -0.659 2.107 1.390 -0.140
C -1.514 2.022 -3.359 -0.053
C -0.746 3.497 1.428 -0.044
C -1.718 3.541 -0.755 -0.045
C -1.276 4.215 0.372 -0.085
C -2.221 -0.643 0.474 -0.230
C 2.390 2.207 -2.858 -0.152
C 2.599 2.460 -4.198 -0.157
H -0.394 4.024 2.308 0.103
H -2.122 4.103 -1.590 0.103
H 0.009 0.316 2.324 0.107
H -1.822 3.057 -3.525 0.071
H -0.035 -5.149 0.204 0.082
H -1.829 0.405 -2.002 0.124
H 1.230 2.909 3.378 0.068
H 1.746 1.249 3.722 0.071
H 2.999 -2.873 -0.398 0.131
H -0.424 2.002 -3.313 0.064
H -0.607 0.899 4.635 0.079
H -3.702 -3.682 0.010 0.108
H 4.081 -4.296 2.889 0.084
H -4.016 0.944 -3.047 0.075
H 4.441 -2.887 0.522 0.131
H -4.115 1.036 -1.282 0.068
H -1.188 2.485 4.100 0.073
H 4.939 -0.799 2.389 0.080
H -2.005 1.009 3.560 0.065
H 2.914 -5.404 2.105 0.075
H 3.709 -4.328 0.032 0.158
H -4.020 2.520 -2.242 0.075
H -1.830 1.440 -4.229 0.080
H -5.548 -2.584 1.311 0.085
H 2.404 -4.330 3.417 0.092
H -1.335 5.296 0.421 0.092
H -5.242 -0.214 2.014 0.093
H -3.186 0.986 1.482 0.108
H 1.956 1.918 2.100 0.077


[2]
59
Properties=species:S:1:pos:R:3:lowdin_charge:R:1 method="wB97M-V/def2-TZVPD" e_above_lowest_kcal_mol=102.28 charge=+1 mol_weight_g_mol=401.5 largest_force_ev_per_a=3.42 orbital_gap_ev=3.0 e_tot_ha=-1267.80342 e_lumo_ev=-5.17
O 0.545 1.924 -1.752 -0.038
O 0.005 1.119 1.672 -0.140
N 2.493 0.189 2.391 -0.018
N 2.203 -1.729 1.367 -0.024
C -3.542 3.004 -2.483 0.000
C -5.928 2.219 -3.005 -0.026
C 5.832 -2.211 2.001 -0.088
C -2.732 -2.718 -0.288 -0.078
C -2.825 -2.299 1.042 -0.065
C -0.332 1.039 -2.167 0.001
C -1.229 1.793 1.350 -0.018
C 1.571 -0.555 1.674 -0.128
C 4.560 -2.589 1.561 -0.016
C 1.878 1.868 -2.299 0.017
C -1.629 -2.347 -1.059 -0.098
C 1.647 -2.944 0.827 -0.008
C -1.845 -1.475 1.596 -0.020
C 3.697 -0.503 2.473 -0.156
C -2.201 2.724 -2.275 0.018
C -3.981 0.673 -2.922 -0.007
C -0.642 -1.515 -0.521 -0.098
C -0.760 -1.045 0.794 -0.200
C 6.023 -1.000 2.694 -0.088
C 2.263 1.399 3.133 -0.011
C 4.958 -0.120 2.952 -0.005
C -2.630 0.384 -2.808 0.021
C 3.522 -1.700 1.813 -0.166
C -1.710 1.390 -2.399 -0.167
C -4.462 1.982 -2.794 -0.220
C 0.282 -0.136 1.302 -0.233
H -2.250 -0.624 -2.979 0.110
H -1.879 -1.180 2.652 0.133
H -4.712 -0.114 -3.130 0.133
H -1.492 3.510 -1.995 0.132
H -6.496 1.773 -2.178 0.103
H -1.133 2.195 0.334 0.064
H 1.517 -2.896 -0.263 0.089
H 2.373 -3.737 1.055 0.087
H -6.185 3.280 -3.046 0.088
H 2.504 1.219 -1.676 0.111
H 2.264 2.892 -2.299 0.113
H 0.697 -3.180 1.320 0.106
H 2.108 2.258 2.475 0.095
H -1.520 -2.688 -2.096 0.111
H -6.301 1.740 -3.921 0.099
H 4.386 -3.514 1.005 0.106
H 0.081 0.095 -2.562 0.149
H 6.693 -2.831 1.790 0.100
H -3.902 4.031 -2.394 0.128
H 0.241 -1.221 -1.097 0.098
H 1.407 1.265 3.800 0.103
H 5.093 0.827 3.471 0.102
H -3.670 -2.617 1.662 0.113
H -2.102 1.128 1.426 0.088
H 1.855 1.479 -3.322 0.107
H -3.509 -3.333 -0.739 0.107
H 3.159 1.554 3.738 0.081
H 7.025 -0.734 3.011 0.100
H -1.282 2.603 2.085 0.102


[3]
62
Properties=species:S:1:pos:R:3:lowdin_charge:R:1 method="wB97M-V/def2-TZVPD" e_above_lowest_kcal_mol=63.17 mol_weight_g_mol=447.5 largest_force_ev_per_a=1.32 orbital_gap_ev=7.8 e_tot_ha=-1473.36841 e_lumo_ev=-0.08
O 2.707 -0.571 -1.379 -0.119
O -2.911 -1.729 5.144 0.073
O 2.435 -0.468 -4.272 -0.036
O -4.163 -1.793 2.869 0.050
N -1.942 -1.469 0.218 0.036
N -3.026 -1.649 0.976 0.062
N 0.978 1.950 -3.455 -0.172
C 0.144 0.300 3.191 -0.155
C -1.423 2.260 -3.141 -0.174
C 0.412 -1.149 -1.268 0.044
C -3.110 -1.454 2.326 -0.369
C -0.821 -1.444 -1.856 -0.219
C 1.520 -0.846 -2.034 -0.219
C 2.266 1.443 3.295 -0.086
C 0.193 -1.168 -4.018 0.006
C -0.902 -1.492 -3.248 -0.043
C -1.971 -0.894 3.068 -0.051
C 3.730 -1.523 -1.606 -0.064
C -0.847 -0.638 5.204 0.043
C 0.207 0.053 4.590 -0.160
C -1.186 2.943 -1.800 -0.196
C 1.401 -0.790 -3.435 -0.212
C -1.930 -1.096 4.485 -0.254
C 2.327 1.204 4.679 -0.081
C 3.065 0.780 -4.030 -0.156
C 1.198 1.004 2.566 -0.029
C 1.325 0.526 5.312 -0.035
C -1.988 -1.676 -1.038 -0.082
C 0.117 2.419 -1.209 -0.177
C 1.264 2.614 -2.196 -0.180
C -0.957 -0.176 2.466 0.039
C 2.114 1.939 -4.354 -0.157
C -0.227 2.487 -4.060 -0.192
H 2.175 2.185 -1.774 0.115
H -3.883 -2.024 0.554 0.165
H -1.836 -1.753 -3.724 0.113
H -3.642 -1.907 4.508 0.080
H -0.125 3.568 -4.269 0.128
H 2.685 2.883 -4.322 0.128
H 1.749 1.795 -5.374 0.125
H 0.132 -1.172 -5.095 0.124
H -1.117 4.024 -1.946 0.112
H 1.148 1.176 1.501 0.097
H 1.435 3.697 -2.354 0.129
H 1.371 0.339 6.375 0.111
H 0.014 1.353 -1.002 0.089
H 0.351 2.937 -0.278 0.110
H 3.073 1.976 2.814 0.099
H 3.417 0.856 -2.999 0.109
H -0.831 -0.811 6.269 0.126
H -1.543 1.187 -2.985 0.096
H 4.609 -1.152 -1.082 0.096
H 3.922 0.802 -4.708 0.132
H 3.956 -1.636 -2.670 0.092
H -2.016 2.746 -1.120 0.109
H -2.324 2.648 -3.618 0.111
H 3.446 -2.498 -1.197 0.100
H -0.394 1.970 -5.008 0.118
H -1.003 0.033 1.410 0.095
H 3.179 1.562 5.239 0.102
H 0.508 -1.170 -0.193 0.124
H -2.907 -2.001 -1.542 0.130